Density functional theory data (ωB97M-V/def2-TZVPD) for a structure of composition C6H12O4 at a distorted geometry.

Element x y z (Å)
1 C 0.8550 -0.0453 0.9806
2 C -1.0211 -0.4274 -0.4029
3 C -0.0233 -1.2242 0.4763
4 C 2.0951 0.2016 0.1429
5 C -0.8996 -0.7327 -1.8898
6 C -0.2993 0.9498 0.7645
7 O 1.2657 -0.0938 2.3264
8 O 0.0454 2.0659 -0.7002
9 O -2.3732 -0.5667 -0.0508
10 O -1.0426 1.4332 1.5658
11 H 0.4895 -0.0153 2.8964
12 H -0.4936 2.8388 -0.4806
13 H -2.5255 -0.1119 0.7904
14 H -0.6473 1.0805 -0.7505
15 H -0.5483 -1.6893 1.3120
16 H 0.5458 -1.9921 -0.0479
17 H 2.5615 1.1388 0.4408
18 H 1.8585 0.2546 -0.9169
19 H 2.7924 -0.6184 0.3162
20 H 0.1196 -0.5725 -2.2394
21 H -1.1840 -1.7743 -2.0638
22 H -1.5707 -0.0991 -2.4697

Computed properties:
Kohn-Sham gap, eV: 9.54
ΔE to the lowest compared entry with this formula, charge and spin, kJ/mol: 366.76
Largest force on an atom, eV/A: 1.69
Highest occupied orbital energy, hartree: -0.3257
Net charge: 0

Density functional theory data (ωB97M-V/def2-TZVPD) for the molecule C10H15BrN2 at a distorted geometry.

Element x y z (Å)
1 C 0.5167 -2.1958 -0.5730
2 C 2.0203 -1.9611 -0.4197
3 C 0.9562 -0.7928 1.3553
4 C -0.1019 -0.9710 0.1296
5 C 2.3452 -1.0907 0.8554
6 C -0.1424 0.2149 -0.7099
7 C 2.9402 0.2092 0.5562
8 C -0.9294 1.2733 -0.4375
9 C -0.8666 2.4609 -1.4186
10 C -1.8049 1.5451 0.7481
11 N 2.4595 1.3321 0.8502
12 N 2.0933 2.3321 1.1631
13 Br 4.7951 0.3674 0.0270
14 H 0.0756 -2.2527 -1.6081
15 H 0.1445 -3.1468 -0.0692
16 H 2.6022 -2.8098 -0.3798
17 H 2.2229 -1.2167 -1.1314
18 H 0.8951 0.1235 1.8160
19 H 0.6190 -1.5985 2.1398
20 H -1.0908 -1.1423 0.4583
21 H 2.8350 -1.7399 1.5755
22 H 0.5714 0.1260 -1.5454
23 H -1.6910 2.4272 -2.0105
24 H 0.0662 2.5855 -2.0796
25 H -0.7637 3.2891 -0.7921
26 H -2.7028 1.8876 0.1608
27 H -1.3137 2.2987 1.4239
28 H -2.0099 0.5825 1.2517

Computed properties:
Kohn-Sham gap, eV: 8.33
ΔE to the lowest compared entry with this formula, charge and spin, kJ/mol: 18.70
Largest force on an atom, eV/A: 4.89
Highest occupied orbital energy, hartree: -0.3031
Net charge: 0

Density functional theory data (ωB97M-V/def2-TZVPD) for a structure of composition C10H19GaNO2 at a distorted geometry.

Element x y z (Å)
1 C 2.5008 -1.1907 -1.0458
2 C 1.4567 -1.0632 -2.1508
3 C 0.0323 -0.9460 -1.6091
4 C -0.4642 0.4994 -1.3984
5 Ga -2.4731 0.5598 -1.8712
6 C -3.5314 -0.6531 -0.5682
7 O -4.4257 -1.5547 -1.2663
8 O -4.0293 -2.8877 -0.9709
9 H 2.7698 -0.2417 -0.6081
10 H 2.1231 -1.8761 -0.3012
11 H 3.4022 -1.6375 -1.4521
12 H 1.5089 -1.9703 -2.7438
13 H 1.6851 -0.2363 -2.8020
14 H -0.0684 -1.5103 -0.6917
15 H -0.6187 -1.4186 -2.3377
16 H -0.3895 0.7366 -0.3409
17 H 0.1056 1.2015 -1.9894
18 H -2.5962 -0.1234 -3.3391
19 H -3.0953 2.0466 -1.8128
20 H -2.8764 -1.2718 0.0295
21 H -4.1524 -0.0893 0.1205
22 H -3.7244 -3.1832 -1.8389
23 N 2.5696 0.5816 2.0527
24 C 2.9805 1.6222 2.7738
25 C 2.1262 2.4718 3.4582
26 C 0.7637 2.2286 3.3871
27 C 0.3177 1.1516 2.6415
28 C 1.2569 0.3598 1.9972
29 H 4.0542 1.7805 2.7969
30 H 2.5189 3.3038 4.0276
31 H 0.0606 2.8713 3.9019
32 H -0.7364 0.9284 2.5525
33 H 0.9487 -0.4898 1.3988

Computed properties:
Kohn-Sham gap, eV: 7.03
Largest force on an atom, eV/A: 1.29
Highest occupied orbital energy, hartree: -0.1520
Net charge: -1